Entry 1:
Below is a gas-phase ion, C4H5ClN3O2 (charge +1) at a distorted geometry, with properties calculated with ωB97M-V with the def2-TZVPD basis set.

```
15
Properties=species:S:1:pos:R:3:forces:R:3:nbo_charge:R:1
C -2.0105 -0.3900 -0.4523 -2.707 -2.773 3.262 -0.4957
N -0.7955 0.2127 -0.0923 0.610 0.446 -2.036 -0.0641
C 0.1752 0.2283 -1.1447 3.221 0.220 1.588 -0.1476
C 1.5834 0.1870 -0.9432 -3.288 -0.813 1.208 0.1661
Cl 2.6994 0.0080 -2.1384 0.560 0.093 -1.672 0.2026
N 2.1267 0.1202 0.3095 -1.207 1.536 -1.089 -0.6289
C 2.6464 -0.3821 1.2590 -1.552 0.228 -1.565 0.9249
O 2.8837 -0.8502 2.2551 1.688 -1.201 2.757 -0.3889
N -0.6446 0.7784 1.0256 -1.125 -1.374 2.816 0.2415
O -1.3521 0.7081 2.0337 -0.355 0.279 -1.665 -0.2837
H -1.8639 -1.2138 -1.1615 -0.022 0.387 0.422 0.2658
H -2.5126 -0.7385 0.5650 1.374 -0.167 -1.826 0.2811
H -2.8395 0.2187 -0.6888 -0.347 1.543 -1.124 0.2725
H -0.3829 0.1204 -2.0361 0.520 0.153 -1.192 0.2562
H 0.2868 0.9930 1.2094 2.629 1.443 0.116 0.3983
```
Forces are in eV/Å.

Computed properties:
SMILES: CN(/C=C(/Cl)N=C=O)[NH+]=O
charge: +1
energy relative to the best compared isomer or geometry (same formula, charge and spin): 386.7 kJ/mol
HOMO-LUMO gap (spin up / spin down): 7.786 / 7.781 eV



Entry 2:
Below is 2 unconnected molecules or ions with the total composition C2H3F2N at a distorted geometry, with properties calculated with ωB97M-V with the def2-TZVPD basis set.

```
8
Properties=species:S:1:pos:R:3:forces:R:3:mulliken_spin:R:1
C -1.4521 0.3078 -0.5185 1.567 0.500 2.206 -0.0016
C 2.5207 0.2431 0.1903 0.354 -1.127 3.771 1.6529
N -1.1515 -0.9096 -0.4358 -1.492 -0.907 -1.312 -0.0006
F 1.3256 0.1015 -0.2144 -2.137 0.537 -2.960 0.1836
F -0.5053 -1.2243 0.7392 0.335 0.331 0.414 0.0015
H -2.0813 0.6772 -1.2966 -0.031 -0.081 -0.601 -0.0002
H -0.9891 0.9559 0.2604 -0.870 -0.050 -0.582 0.0023
H 2.3330 -0.1517 1.2754 2.274 0.797 -0.935 0.1620
```
Forces are in eV/Å.

Computed properties:
charge: 0
energy relative to the best compared isomer or geometry (same formula, charge and spin): 248.0 kJ/mol
HOMO-LUMO gap (spin up / spin down): 9.459 / 9.840 eV
spin multiplicity: 3



Entry 3:
Below is C5H11N in the gas phase, with properties calculated with ωB97M-V with the def2-TZVPD basis set.

```
17
Properties=species:S:1:pos:R:3:forces:R:3:nbo_charge:R:1
C -0.3426 -1.0350 -1.6442 0.054 -0.053 -0.214 -0.3983
N -0.5488 -0.9080 -0.2345 -0.232 0.219 -0.164 -0.4584
C -0.0929 -1.3049 1.0638 0.156 0.107 -0.027 -0.2271
C 0.0706 0.1264 0.5166 0.039 0.376 -0.118 0.1169
C 1.3950 0.8230 -0.0024 -0.234 -0.160 0.267 -0.6529
C -0.9322 1.2028 0.8943 -0.019 0.125 0.146 -0.6161
H -1.2228 -0.5427 -2.0833 0.312 -0.222 -0.323 0.1970
H 0.5457 -0.4694 -1.9567 0.001 -0.354 -0.210 0.1769
H -0.3027 -2.0615 -2.0151 0.069 0.057 0.169 0.2027
H 0.7659 -1.9375 1.3240 0.097 0.328 -0.652 0.1875
H -0.9603 -1.5633 1.6986 0.575 0.420 -0.010 0.1915
H 1.8545 1.3919 0.8124 -0.126 -0.163 0.055 0.2221
H 1.1236 1.5899 -0.7513 -0.182 -0.368 0.276 0.2106
H 2.2167 0.2655 -0.4843 -0.616 -0.436 0.438 0.2189
H -0.7642 1.6359 1.8821 0.039 0.065 -0.028 0.2053
H -0.8613 1.9976 0.1421 -0.128 0.031 0.215 0.2013
H -1.9441 0.7894 0.8379 0.195 0.028 0.181 0.2220
```
Forces are in eV/Å.

Computed properties:
SMILES: CN1CC1(C)C
charge: 0
energy relative to the best compared isomer or geometry (same formula, charge and spin): 210.0 kJ/mol
HOMO-LUMO gap: 9.175 eV



Entry 4:
Below is CH6N2O2 in the gas phase at a distorted geometry, with properties calculated with ωB97M-V with the def2-TZVPD basis set.

```
11
Properties=species:S:1:pos:R:3:forces:R:3:nbo_charge:R:1
C -1.0098 1.6897 -0.0318 -0.666 -0.398 0.228 -0.2665
O 0.1117 0.8305 -0.0645 0.491 -1.025 -0.062 -0.3240
O -0.4028 -0.5845 -0.1751 -1.786 1.604 0.885 -0.1834
N 0.2898 -1.4454 0.7219 1.751 0.561 -3.756 -0.1506
N 1.3893 -1.8879 -0.1915 0.422 -0.088 1.700 -0.6958
H -1.6734 1.5118 -0.8849 0.117 -0.009 0.081 0.1847
H -0.6671 2.7283 -0.0715 0.349 -0.318 -0.045 0.2026
H -1.5672 1.5451 0.9005 -0.041 0.028 -0.129 0.1744
H 0.6997 -0.7829 1.3898 0.210 -0.420 -0.087 0.3505
H 1.7897 -1.0789 -0.6827 -0.414 -0.264 0.457 0.3491
H 1.0400 -2.5258 -0.9103 -0.433 0.329 0.728 0.3589
```
Forces are in eV/Å.

Computed properties:
SMILES: COONN
charge: 0
energy relative to the best compared isomer or geometry (same formula, charge and spin): 668.3 kJ/mol
HOMO-LUMO gap: 10.514 eV



Entry 5:
Below is 2 unconnected molecules or ions with the total composition C2H4O2 at a distorted geometry, with properties calculated with ωB97M-V with the def2-TZVPD basis set.

```
8
Properties=species:S:1:pos:R:3:forces:R:3:nbo_charge:R:1
C -0.7211 -0.1407 1.5750 0.800 -0.591 -0.913 0.2642
O 0.0990 -1.0270 1.4943 -0.657 0.404 -0.644 -0.4987
H -0.8132 0.2970 2.5430 -0.703 0.855 0.991 0.1077
H -1.3220 0.2892 0.7084 0.589 -0.673 0.688 0.1266
C 0.7569 0.0951 -1.6186 -5.069 1.856 0.287 0.2561
O -0.3230 -0.5052 -1.4747 3.347 0.839 -0.584 -0.5037
H 0.6003 1.2412 -1.9240 1.044 -2.070 0.239 0.1067
H 1.7231 -0.2495 -1.3033 0.649 -0.619 -0.064 0.1411
```
Forces are in eV/Å.

Computed properties:
SMILES: C=O.C=O
charge: 0
energy relative to the best compared isomer or geometry (same formula, charge and spin): 273.4 kJ/mol
HOMO-LUMO gap: 10.493 eV



Entry 6:
Below is a molecular structure, C21H21ClN2O4Ru at a distorted geometry, with properties calculated with ωB97M-V with the def2-TZVPD basis set.

```
50
Properties=species:S:1:pos:R:3:forces:R:3:nbo_charge:R:1
Ru 0.0343 0.1878 1.5139 0.015 -0.513 0.497 0.7280
C -1.4549 2.0193 1.5143 -0.057 -0.075 0.060 -0.1439
C -1.9839 0.9550 2.3178 0.095 0.109 -0.131 -0.0949
C -1.2556 0.4534 3.3933 0.040 -0.019 0.126 -0.1773
C 0.0627 0.9194 3.5916 -0.343 -0.062 0.213 -0.1243
C 0.6086 1.9159 2.7500 0.165 -0.125 -0.210 -0.1453
C -0.1775 2.5106 1.7338 0.064 -0.057 -0.038 -0.1709
H -2.0463 2.4181 0.7032 -0.015 0.009 -0.026 0.2797
H -2.9574 0.5441 2.0846 0.002 0.002 -0.003 0.2750
H -1.6447 -0.3520 4.0018 -0.008 -0.005 -0.002 0.2986
H 0.6872 0.4462 4.3386 0.026 -0.025 0.006 0.2971
H 1.6431 2.2058 2.8712 0.026 0.056 0.002 0.2882
H 0.2513 3.2751 1.1002 -0.030 0.023 -0.061 0.2973
O 4.1366 -3.5584 -0.1853 -0.460 -0.294 0.412 -0.6279
C 4.3314 -2.3780 -0.7223 0.983 0.378 -0.875 0.7678
O 5.2586 -2.1329 -1.4541 -0.627 -0.151 0.513 -0.5150
C 3.3510 -1.2824 -0.4308 -0.125 -0.014 0.159 -0.2098
C 3.4307 0.0220 -0.9575 0.008 -0.206 -0.056 0.2236
Cl 4.5379 0.6990 -2.0083 -0.049 0.025 0.041 0.2333
N 2.3988 0.7390 -0.4788 -0.234 0.068 0.034 -0.1877
N 1.6406 -0.0416 0.3322 0.102 0.204 -0.074 -0.2559
C 2.2248 -1.2459 0.3722 0.005 -0.100 0.078 0.0736
C 1.5753 -2.1953 1.3305 0.549 -0.274 -0.419 0.7693
O 1.9356 -3.3289 1.4864 -0.261 0.254 0.066 -0.4851
O 0.5696 -1.6267 1.9923 -0.143 0.635 0.023 -0.5896
C 2.0858 2.1241 -0.7110 0.049 -0.054 0.049 0.1464
C 1.0854 2.4533 -1.6116 -0.004 0.013 0.043 -0.2462
C 0.7801 3.7941 -1.8017 -0.017 0.008 0.004 -0.1842
C 1.4840 4.7736 -1.1094 -0.004 -0.003 0.003 -0.1763
C 2.5051 4.4234 -0.2324 -0.012 -0.002 0.011 -0.1911
C 2.8132 3.0856 -0.0259 -0.002 0.023 0.001 -0.2416
H 3.3453 -3.6139 0.3991 0.339 -0.015 -0.172 0.5088
H 0.5790 1.6806 -2.1764 0.002 0.005 -0.020 0.2332
H 0.0129 4.0766 -2.5101 0.006 -0.001 -0.003 0.2480
H 1.2528 5.8176 -1.2740 0.004 -0.006 -0.002 0.2526
H 3.0722 5.1913 0.2766 -0.006 -0.004 -0.002 0.2530
H 3.6249 2.7942 0.6308 -0.019 -0.002 -0.006 0.2446
C -1.0318 -2.5483 -0.9269 0.004 0.038 0.006 -0.5996
C -1.8096 -1.5758 -0.0370 0.237 0.013 0.118 -0.3003
C -3.2982 -1.5523 -0.4051 -0.085 0.067 0.035 -0.5968
C -1.2539 -0.1585 -0.1821 -0.442 0.044 -0.617 -0.2185
H -1.4087 -3.5613 -0.7927 -0.004 0.011 0.017 0.2569
H 0.0341 -2.5649 -0.7044 0.071 -0.006 0.012 0.1975
H -1.1511 -2.2817 -1.9783 -0.008 -0.001 0.012 0.2275
H -1.7327 -1.9203 1.0003 -0.011 0.004 0.025 0.2490
H -3.4402 -1.2259 -1.4365 0.009 -0.001 0.009 0.2274
H -3.8706 -0.8903 0.2480 -0.011 -0.008 -0.012 0.2050
H -3.7157 -2.5537 -0.3092 0.021 -0.005 -0.003 0.2557
H -2.0535 0.5574 -0.3257 0.098 0.116 0.120 0.2177
H -0.5089 -0.0071 -0.9609 0.059 -0.077 0.036 0.2272
```
Forces are in eV/Å.

Computed properties:
charge: +2
HOMO-LUMO gap: 5.588 eV